The following is a DFT calculation (ωB97M-V/def2-TZVPD) of a molecular structure, C24H29Cl2NOPdS3.

```
! wB97M-V def2-TZVPD RIJCOSX def2/J DEFGRID3
* xyz 2 1
Pd -0.92668 1.80331 1.02451
C -1.72406 3.84965 0.14752
C -0.99092 3.20557 -0.93946
C -1.85622 2.19623 -1.53447
C -3.03194 2.18223 -0.81015
C -2.95692 3.22029 0.25077
C -4.07277 3.62066 1.13812
C -4.21152 1.35105 -1.12294
C -1.57981 1.40524 -2.76313
C 0.33101 3.62030 -1.43152
C -1.28432 5.10295 0.84360
H -3.76001 4.32090 1.90631
H -4.53582 2.75419 1.61477
H -4.85299 4.10417 0.54017
H -3.92126 0.35728 -1.46464
H -4.77737 1.81805 -1.93824
H -4.88135 1.25532 -0.27033
H -2.00804 1.92292 -3.62887
H -2.04116 0.42079 -2.71374
H -0.51381 1.28927 -2.94079
H 0.82927 2.81408 -1.96563
H 0.97126 3.95669 -0.61783
H 0.20983 4.46346 -2.12426
H -1.98188 5.40665 1.61974
H -1.21824 5.91869 0.11894
H -0.28849 5.00281 1.28099
S 1.30245 2.25400 1.70694
C 1.94920 0.81317 2.42844
N 1.64077 -0.40922 2.13474
C 2.54383 -1.45126 2.64879
C 3.18266 -0.85776 3.89889
S 3.17798 0.94660 3.62936
H 0.97183 -0.59562 1.38624
H 3.29404 -1.67712 1.89077
H 1.98404 -2.35743 2.86482
H 4.20823 -1.18732 4.03874
H 2.61148 -1.06560 4.80076
Cl -1.71659 0.09197 3.00460
C -1.53518 1.38739 4.22701
Cl -1.50631 2.97705 3.41206
H -0.59841 1.24839 4.75102
H -2.38743 1.35817 4.89361
C 3.43314 -7.84544 -2.42965
C 2.40629 -6.73907 -2.40541
O 1.26053 -6.83115 -2.07290
S 3.16902 -5.19475 -2.96438
C 2.16360 -3.88320 -2.31669
C 2.80760 -2.65396 -2.18472
C 2.13762 -1.55843 -1.66823
C 0.80958 -1.67732 -1.26485
C 0.15707 -2.89066 -1.43527
C 0.82177 -3.98807 -1.96625
C 0.15900 -0.55813 -0.60659
C -0.35238 0.36467 -0.02844
H 2.94564 -8.81050 -2.32907
H 4.12182 -7.69794 -1.59652
H 4.01568 -7.80548 -3.35085
H 3.84571 -2.56753 -2.48233
H 2.64243 -0.60467 -1.57045
H -0.88517 -2.98004 -1.15451
H 0.29264 -4.91656 -2.10912
*
```

Output
- Gap between HOMO and LUMO: 0.1606 hartree
- Energy relative to the best compared isomer or geometry (same formula, charge and spin): 1.153 eV
- E_LUMO: -0.3096 hartree